Computed, not measured: a cluster of 2 separate species, C37H36BF6N3O5S in total in a non-equilibrium geometry, with ωB97M-V/def2-TZVPD.

Structure (XYZ):
```
89
Properties=species:S:1:pos:R:3:mulliken_charge:R:1
C -3.836 1.446 -3.019 -1.2574
C -2.466 0.941 -3.211 0.5282
C -2.068 -0.397 -3.246 -0.7534
C -0.684 -0.564 -3.311 -0.7681
C 0.046 0.652 -3.111 0.8370
B -2.083 1.195 1.383 0.6262
C 1.376 0.821 -3.736 1.6034
C 1.777 2.061 -4.243 -0.5714
C 3.070 2.242 -4.711 0.0681
C 3.522 3.606 -5.162 0.7601
F 3.742 3.657 -6.514 -0.2692
F 2.601 4.573 -4.863 -0.2771
F 4.697 3.966 -4.551 -0.2608
C 3.969 1.176 -4.770 -1.3988
C 3.548 -0.066 -4.321 -0.0318
C 4.491 -1.241 -4.375 0.8507
F 4.297 -2.083 -3.309 -0.2716
F 4.305 -1.988 -5.514 -0.2600
F 5.801 -0.855 -4.355 -0.2764
C 2.263 -0.263 -3.821 -0.6657
O -2.296 2.523 1.621 -0.3903
C -3.685 2.621 2.058 -0.4894
C -4.220 1.184 2.077 -0.4343
O -3.098 0.334 1.711 -0.5042
S -1.131 1.989 -3.362 -0.5203
H -4.556 0.690 -3.346 0.3842
H -4.006 1.654 -1.953 0.0974
H -3.991 2.372 -3.583 0.3717
H -2.801 -1.204 -3.243 0.4473
H -0.173 -1.517 -3.423 0.3340
H 1.085 2.900 -4.261 0.7029
H 4.971 1.317 -5.154 0.5186
H 1.960 -1.257 -3.498 0.4132
H -3.712 3.067 3.061 0.2857
H -4.222 3.270 1.358 0.3209
H -4.570 0.902 3.077 0.3229
H -5.028 1.022 1.352 0.3286
C 1.663 -1.678 4.945 -0.9693
N 0.936 -1.790 3.703 0.3253
C 0.169 -2.906 3.485 0.1021
O 0.108 -3.870 4.241 -0.6810
C -0.543 -2.709 2.150 -0.1216
C -2.044 -2.961 2.185 -0.4334
C -2.428 -4.360 2.613 0.6151
C -3.589 -4.545 3.373 -0.5224
C -3.922 -5.818 3.843 -0.5887
C -3.118 -6.919 3.515 -0.5046
C -1.983 -6.738 2.711 -0.7194
C -1.646 -5.462 2.251 -0.1635
N -0.222 -1.310 1.818 0.6583
C -0.711 -0.788 0.700 -0.9836
C -0.718 0.626 0.396 0.2161
C 0.049 0.885 -1.009 -1.4357
C 0.841 2.127 -0.908 0.8346
C 2.250 2.141 -1.118 -0.3278
C 2.971 3.314 -1.046 -0.5746
C 2.305 4.521 -0.757 -0.5993
N 2.989 5.757 -0.896 0.9744
O 2.347 6.821 -0.718 -0.6390
O 4.205 5.751 -1.198 -0.6251
C 0.926 4.521 -0.466 -0.5921
C 0.218 3.333 -0.512 -0.2423
C 0.620 -0.643 2.851 0.2881
C -0.156 0.409 3.651 -1.3240
C 1.919 -0.037 2.284 -1.3989
H 2.219 -2.607 5.113 0.3239
H 2.358 -0.840 4.875 0.3663
H 0.988 -1.521 5.801 0.3302
H -0.069 -3.363 1.397 0.2630
H -2.517 -2.229 2.857 0.2963
H -2.464 -2.759 1.185 0.5528
H -4.198 -3.671 3.614 0.3779
H -4.808 -5.945 4.468 0.3751
H -3.375 -7.913 3.881 0.3732
H -1.345 -7.583 2.447 0.3797
H -0.760 -5.316 1.630 0.3007
H -1.132 -1.496 -0.016 0.7147
H -0.061 1.154 1.105 -0.0167
H 0.705 0.008 -1.143 0.2819
H 2.779 1.214 -1.352 0.5864
H 4.040 3.338 -1.253 0.5158
H 0.437 5.464 -0.235 0.5078
H -0.844 3.326 -0.253 0.3982
H -1.173 0.053 3.864 0.2128
H 0.370 0.581 4.599 0.5920
H -0.211 1.367 3.121 0.3131
H 2.510 -0.823 1.795 0.3743
H 1.721 0.761 1.564 0.1298
H 2.496 0.387 3.117 0.4825
```

Calculated values
LUMO energy	-1.07	eV
F_max	4.32	eV Å⁻¹
total energy	-2994.08546	Eh

***

Computed, not measured: a structure of composition C3H4OS2 in a non-equilibrium geometry, with ωB97M-V/def2-TZVPD.

Structure (XYZ):
```
10
Properties=species:S:1:pos:R:3:nbo_charge:R:1
C -0.545 -0.304 0.890 -0.4027
C -1.002 0.662 0.088 0.1327
C -0.223 -0.061 -2.285 -0.3962
O -1.513 0.445 -1.131 -0.5218
S -0.893 -0.663 -3.602 0.3678
S 1.329 0.151 -1.569 0.1145
H 0.020 -0.114 1.824 0.1997
H -0.669 -1.322 0.816 0.1973
H -0.878 1.659 0.484 0.1690
H 1.921 0.512 -2.759 0.1397
```

Calculated values
LUMO energy (spin up / spin down)	0.21 / -3.39	eV
⟨S²⟩	2.02
F_max	3.90	eV Å⁻¹
multiplicity	3
total energy	-988.10984	Eh

***

Computed, not measured: a cluster of 18 separate species, C87H211N23O18 in total in a non-equilibrium geometry, with ωB97M-V/def2-TZVPD.

Structure (XYZ):
```
339
Properties=species:S:1:pos:R:3:mulliken_charge:R:1
C 13.632 16.591 16.181 -0.8020
C 12.353 17.312 16.588 0.2680
C 11.908 16.885 17.965 -0.4300
O 11.537 15.548 17.888 -0.2984
C 10.917 15.070 19.067 -0.5551
N 12.583 18.789 16.487 -0.5470
H 13.651 16.656 15.104 -0.0198
H 13.665 15.578 16.561 0.6040
H 14.551 17.126 16.482 0.1110
H 11.532 16.955 15.923 0.2989
H 11.015 17.508 18.220 0.3928
H 12.696 17.080 18.732 -0.0067
H 11.559 15.224 19.924 0.1204
H 10.748 14.000 18.896 0.2561
H 9.956 15.593 19.222 0.2901
H 11.809 19.275 16.918 0.2132
H 12.832 19.135 15.563 0.1954
C 18.688 24.340 17.970 0.4665
C 17.243 24.901 18.166 0.2124
C 16.254 24.481 17.154 -0.6464
O 16.567 24.827 15.766 -0.3406
C 15.595 24.470 14.830 -0.5883
N 16.752 24.392 19.527 -0.6542
H 18.593 23.253 17.977 -0.3302
H 19.289 24.757 18.779 -0.5858
H 18.988 24.610 16.947 0.5455
H 17.278 25.985 18.257 0.6260
H 15.328 24.985 17.461 0.4225
H 16.127 23.364 17.246 -0.1243
H 14.581 24.828 15.054 0.3292
H 15.513 23.394 14.822 0.0983
H 15.937 24.885 13.884 0.2594
H 17.319 24.706 20.293 0.2674
H 16.957 23.391 19.523 0.0824
C 22.339 24.523 16.847 -1.0057
C 22.680 23.777 15.528 -0.0015
C 23.122 22.326 15.817 0.3296
O 23.353 21.668 14.584 -0.5172
C 24.074 20.405 14.653 -0.8618
N 21.522 23.896 14.612 -0.5271
H 22.863 24.132 17.714 0.1110
H 21.232 24.563 16.874 -0.1060
H 22.716 25.543 16.774 0.4510
H 23.576 24.276 15.114 0.4976
H 22.387 21.836 16.467 -0.3746
H 24.054 22.407 16.418 0.3385
H 25.156 20.476 14.825 0.7044
H 23.972 19.996 13.635 0.3218
H 23.655 19.619 15.268 0.0172
H 21.469 24.849 14.241 0.2746
H 21.769 23.404 13.772 0.2379
C 15.202 17.021 20.755 0.8396
C 14.515 16.888 22.128 0.1160
C 14.382 18.261 22.806 0.0003
O 13.770 17.995 24.050 -0.4906
C 13.963 19.038 25.031 -0.4779
N 13.206 16.262 21.993 -0.3675
H 16.221 17.404 20.983 -0.1850
H 14.741 17.767 20.122 -1.2148
H 15.245 16.068 20.229 0.5081
H 15.169 16.340 22.835 0.0248
H 13.757 18.974 22.231 0.3995
H 15.404 18.668 22.870 -0.2018
H 13.428 18.662 25.909 0.2868
H 13.561 20.010 24.747 0.2391
H 15.059 19.140 25.149 0.0898
H 13.132 15.274 22.201 0.2585
H 12.645 16.745 22.684 0.2810
C 21.653 17.650 13.188 -0.7442
C 20.450 18.566 13.456 1.6068
C 20.616 19.529 14.587 0.0067
O 19.277 20.104 14.903 -0.7599
C 19.402 21.219 15.802 -0.5600
N 20.045 19.280 12.213 -0.5746
H 22.281 17.619 14.082 -0.1778
H 22.233 18.149 12.417 0.5977
H 21.243 16.689 12.883 -0.3769
H 19.630 17.872 13.651 -0.5141
H 21.267 20.383 14.321 0.9322
H 20.978 19.106 15.515 -0.9548
H 18.401 21.577 16.019 0.4589
H 20.005 22.040 15.356 0.2055
H 19.879 20.832 16.708 -0.1843
H 19.326 19.996 12.396 0.1048
H 20.736 19.932 11.875 0.4259
C 19.706 16.987 16.755 0.6265
C 21.174 16.913 17.124 1.7883
C 21.504 17.841 18.272 -0.1385
O 21.322 19.213 17.871 0.6597
C 21.375 20.183 18.863 -0.8212
N 21.488 15.510 17.407 1.1032
H 19.144 17.286 17.650 -0.4824
H 19.292 16.027 16.398 -0.3776
H 19.528 17.803 16.041 -0.9745
H 21.757 17.282 16.269 -0.5601
H 22.532 17.760 18.608 -0.0427
H 20.816 17.712 19.116 -0.1093
H 21.586 21.121 18.338 -0.3165
H 22.088 20.006 19.677 0.5820
H 20.373 20.360 19.268 0.3946
H 21.006 15.280 18.270 -0.4044
H 21.171 15.048 16.564 -0.6564
C 17.688 14.353 19.274 -0.8513
C 18.734 14.534 20.477 1.5825
C 19.543 13.257 20.710 -0.0945
O 18.762 12.319 21.398 -0.4688
C 18.857 12.258 22.840 -0.6709
N 19.581 15.651 20.114 1.3243
H 17.082 15.263 19.126 0.0066
H 17.039 13.486 19.455 0.6128
H 18.228 14.176 18.340 -0.6557
H 18.108 14.713 21.364 -0.1373
H 20.473 13.549 21.216 0.2044
H 19.854 12.832 19.760 -0.4780
H 18.334 13.068 23.365 0.1773
H 19.911 12.206 23.122 0.2320
H 18.427 11.307 23.164 0.3325
H 20.213 15.907 20.880 -0.7722
H 19.075 16.519 19.998 -0.3760
C 15.624 15.470 12.885 -0.1255
O 16.081 15.661 14.055 -0.8812
N 15.986 14.256 12.179 -0.1863
N 14.847 16.457 12.239 -0.2079
H 15.753 14.271 11.189 0.2336
H 16.505 13.533 12.650 -0.0007
H 14.339 16.188 11.407 0.1791
H 14.710 17.383 12.612 0.2068
C 15.505 21.704 22.629 0.4873
O 15.511 21.893 23.821 -0.6707
N 16.689 21.718 21.821 0.4045
N 14.338 21.640 21.805 -0.3236
H 16.611 21.232 20.937 -0.1874
H 17.588 21.569 22.293 -0.0032
H 14.533 21.995 20.871 0.1886
H 13.542 21.973 22.331 0.2624
C 18.097 16.495 10.048 0.5083
O 17.330 15.812 9.355 -0.6911
N 19.438 16.715 9.662 -0.3067
N 17.633 17.288 11.153 -0.0994
H 19.957 17.451 10.154 0.1605
H 19.796 16.460 8.749 0.2385
H 18.288 18.007 11.488 0.1438
H 16.688 17.498 11.419 0.0809
C 15.863 19.965 18.363 -0.3399
O 16.742 20.159 19.197 0.0331
N 16.177 19.793 16.993 0.4255
N 14.473 19.857 18.682 -0.3113
H 17.074 19.398 16.746 -0.2765
H 15.410 19.333 16.502 -0.1027
H 14.204 19.732 19.658 0.0633
H 13.891 19.301 18.035 0.2268
C 15.922 19.501 13.610 0.0790
O 14.852 19.003 13.196 -0.7951
N 16.313 20.898 13.198 -0.4010
N 16.865 18.783 14.412 2.4644
H 16.926 21.306 13.915 0.0415
H 15.623 21.594 12.935 0.3576
H 16.782 17.803 14.631 -0.2991
H 17.789 19.234 14.536 -0.7247
C 21.664 27.306 21.937 -1.8905
C 21.514 26.527 20.589 1.5347
C 22.968 26.226 20.091 -1.3360
C 23.730 25.115 20.855 -0.9165
C 22.853 23.874 20.857 -0.5602
C 21.357 24.111 21.402 1.0840
N 20.797 25.248 20.686 1.0163
O 19.457 25.458 21.096 -0.3423
C 20.581 22.840 20.955 -0.3910
C 21.437 24.154 22.944 -1.5813
C 20.814 27.461 19.554 -1.8112
H 22.089 28.274 21.687 0.5040
H 22.333 26.835 22.639 0.4211
H 20.702 27.403 22.413 0.3531
H 22.940 26.203 19.002 0.1703
H 23.417 27.179 20.358 0.5763
H 23.935 25.428 21.891 0.5118
H 24.716 24.938 20.390 0.3187
H 23.194 23.166 21.617 0.4001
H 22.738 23.397 19.873 -0.3691
H 19.502 23.000 21.044 0.3251
H 20.838 22.478 19.973 -0.6229
H 20.770 22.080 21.721 0.1579
H 21.936 25.031 23.358 0.2409
H 20.409 24.179 23.341 0.4731
H 21.880 23.227 23.320 0.2852
H 21.606 28.118 19.182 0.4773
H 20.117 28.101 20.079 0.4604
H 20.424 26.959 18.673 0.1605
H 19.337 25.767 22.006 0.2550
C 24.026 14.781 14.518 -1.3871
C 25.307 15.469 15.004 2.0942
C 26.385 14.361 15.223 -0.9427
C 27.772 14.861 15.561 -0.2317
C 28.191 15.871 14.513 -1.7032
C 27.168 16.985 14.276 2.0204
N 25.819 16.405 13.996 -0.2696
O 24.958 17.554 13.955 0.0632
C 27.278 17.980 15.452 -1.6542
C 27.632 17.689 13.000 -2.0380
C 25.056 16.072 16.484 0.5379
H 23.120 15.380 14.645 -0.4221
H 23.881 13.912 15.158 0.3201
H 24.161 14.457 13.466 0.5620
H 25.933 13.775 16.017 -0.2154
H 26.308 13.670 14.370 0.5348
H 28.509 14.065 15.545 0.6366
H 27.783 15.266 16.594 -0.0551
H 28.320 15.341 13.545 0.3806
H 29.116 16.432 14.705 0.4425
H 27.474 17.475 16.388 0.4079
H 28.159 18.586 15.308 0.7578
H 26.445 18.648 15.621 -0.1956
H 28.655 18.020 13.203 0.4006
H 27.559 17.004 12.157 0.5246
H 26.980 18.551 12.819 0.3005
H 24.339 16.908 16.425 -0.9728
H 26.020 16.401 16.853 0.3519
H 24.629 15.319 17.137 -0.6366
H 24.624 17.522 13.043 0.2750
C 18.728 17.361 25.078 -1.5757
C 19.393 17.759 23.694 0.4563
C 19.731 19.329 23.724 -1.2653
C 20.934 19.637 24.606 -1.0031
C 22.122 18.850 23.995 -1.3497
C 21.866 17.356 23.951 2.0989
N 20.627 17.110 23.234 0.8651
O 20.346 15.735 23.189 0.1313
C 22.981 16.696 23.140 -2.1933
C 22.029 16.761 25.350 -1.7295
C 18.316 17.659 22.610 0.2379
H 17.894 18.046 25.240 0.3422
H 19.377 17.361 25.955 0.3303
H 18.346 16.336 24.971 0.3888
H 19.824 19.720 22.711 0.0290
H 18.828 19.713 24.196 0.8543
H 20.701 19.211 25.567 0.4410
H 21.065 20.725 24.637 0.2535
H 22.985 18.965 24.649 0.5045
H 22.458 19.154 22.984 0.1197
H 23.023 15.619 23.307 0.4879
H 22.853 16.917 22.070 0.0560
H 23.929 17.126 23.443 0.5592
H 21.574 15.780 25.434 0.2530
H 23.085 16.588 25.559 0.5083
H 21.585 17.364 26.180 0.3268
H 18.577 18.232 21.725 0.4505
H 17.378 17.959 23.099 -0.2809
H 18.166 16.605 22.327 -0.7106
H 20.088 15.418 24.081 0.1894
C 24.774 19.606 19.948 -2.1358
C 26.175 20.202 20.368 3.3510
C 26.845 19.204 21.346 -1.4735
C 28.298 19.440 21.628 -0.8468
C 29.041 19.486 20.249 -1.2497
C 28.426 20.459 19.218 1.1063
N 26.985 20.126 19.139 0.6153
O 26.423 21.131 18.305 -0.4395
C 28.797 21.911 19.662 -1.5201
C 29.123 20.200 17.844 -1.7526
C 25.985 21.506 21.051 -2.3024
H 24.128 20.409 19.599 0.0738
H 24.322 19.074 20.781 0.2933
H 24.949 18.895 19.150 0.1406
H 26.252 19.253 22.269 0.3107
H 26.671 18.226 20.932 0.5489
H 28.669 18.640 22.249 0.4566
H 28.537 20.358 22.176 0.3620
H 29.183 18.539 19.723 0.3903
H 30.027 19.944 20.297 0.4597
H 28.712 21.962 20.768 0.4042
H 29.875 22.029 19.470 0.4833
H 28.141 22.677 19.221 0.2010
H 30.199 20.151 17.995 0.4683
H 28.819 19.233 17.440 0.1634
H 28.905 20.952 17.088 0.4040
H 26.813 21.712 21.723 0.3324
H 25.026 21.453 21.542 0.4673
H 25.857 22.307 20.319 0.5095
H 25.877 20.653 17.664 0.1943
C 16.306 12.549 15.381 -2.0709
C 17.696 12.082 14.945 1.9116
C 17.528 10.729 14.216 -1.6663
C 18.753 10.242 13.470 -0.8066
C 19.250 11.403 12.581 -1.4438
C 19.504 12.705 13.389 1.0058
N 18.237 13.021 14.008 0.8269
O 18.427 14.322 14.671 1.8322
C 20.832 12.616 14.254 -1.2865
C 19.879 13.720 12.321 -1.6694
C 18.437 11.842 16.269 -1.4213
H 15.863 11.899 16.128 0.5685
H 15.594 12.703 14.570 0.3569
H 16.414 13.555 15.803 0.3374
H 17.218 10.059 15.015 0.4146
H 16.682 10.863 13.531 0.4285
H 18.717 9.282 13.004 0.5356
H 19.507 10.044 14.249 0.2886
H 18.539 11.588 11.761 0.3264
H 20.224 11.105 12.144 0.4420
H 21.656 12.395 13.562 0.6304
H 20.970 13.590 14.720 -0.1637
H 20.758 11.787 14.956 0.3737
H 19.139 13.782 11.506 0.4348
H 19.986 14.735 12.747 -0.2773
H 20.829 13.436 11.845 0.6282
H 17.651 11.599 16.966 0.7261
H 18.929 12.760 16.599 -0.4694
H 19.164 11.013 16.152 0.2609
H 17.634 14.816 14.440 -0.4142
C 22.487 11.822 18.883 -1.9355
C 23.677 12.391 19.688 2.4011
C 23.560 11.857 21.092 -1.0151
C 24.817 12.044 21.930 -0.3920
C 26.059 11.561 21.212 -1.3712
C 26.199 12.098 19.750 1.7057
N 24.908 11.876 19.101 -0.2234
O 25.028 12.530 17.782 -0.1103
C 26.674 13.566 19.890 -1.1991
C 27.361 11.319 19.043 -1.8337
C 23.488 13.966 19.783 0.8725
H 22.725 10.822 18.533 0.4805
H 22.075 12.450 18.093 0.0036
H 21.744 11.792 19.677 0.4405
H 22.703 12.363 21.552 -0.1108
H 23.222 10.820 21.060 0.5927
H 24.780 11.648 22.955 0.5713
H 24.957 13.127 22.135 -0.1458
H 26.135 10.468 21.164 0.2998
H 26.960 12.008 21.672 0.4514
H 26.148 14.064 20.713 0.3326
H 27.738 13.674 20.049 0.5120
H 26.513 14.138 18.990 -0.3007
H 27.047 10.286 18.907 0.4643
H 27.549 11.782 18.080 0.2327
H 28.231 11.399 19.698 0.4360
H 23.900 14.378 20.700 -0.0588
H 22.406 14.187 19.829 -0.5193
H 23.881 14.455 18.908 -0.7722
H 24.733 11.805 17.219 0.2607
```

Calculated values
LUMO energy	0.34	eV
F_max	4.51	eV Å⁻¹
total energy	-6054.92985	Eh

***

Computed, not measured: an isolated molecule of C4H7NO2, with ωB97M-V/def2-TZVPD.

Structure (XYZ):
```
14
Properties=species:S:1:pos:R:3:nbo_charge:R:1
C -0.607 0.621 -1.589 -0.6429
C -1.003 0.146 -0.216 -0.3453
C -0.158 0.069 0.820 0.4506
N -0.454 -0.216 2.143 -0.8340
O 1.209 0.214 0.619 -0.5147
C 1.753 -0.744 -0.189 0.6452
O 2.830 -0.623 -0.688 -0.5357
H 0.357 1.138 -1.557 0.2237
H -0.534 -0.181 -2.333 0.2125
H -1.350 1.334 -1.962 0.2196
H -2.049 -0.080 -0.025 0.2082
H -1.373 0.051 2.474 0.3926
H 0.293 -0.112 2.808 0.3987
H 1.085 -1.616 -0.304 0.1214
```

Calculated values
LUMO energy	0.92	eV
F_max	0.61	eV Å⁻¹
structure (SMILES)	C/C=C(/N)OC=O
total energy	-361.83363	Eh